# 1
2 unconnected molecules or ions with the total composition C2H8S2 in a non-equilibrium geometry, computed with ωB97M-V/def2-TZVPD.

Results
energy relative to the best compared isomer or geometry (same formula, charge and spin) = 1.3299 eV
max |F| = 0.0821 Eh/bohr
net charge = 0
Kohn-Sham gap = 9.58 eV
DFT total energy = -23872.81702 eV
lowest unoccupied orbital energy = 0.456 eV
SMILES = CCS.S

Last column: Löwdin charge in e.
CARTESIAN COORDINATES (ANGSTROEM)
C1 2.70 -0.14 -1.39  -0.18
C2 1.17 0.14 -1.36  -0.62
S1 0.46 0.30 -3.06  0.62
H1 2.99 -1.13 -1.51  0.03
H2 3.36 0.33 -0.58  0.10
H3 3.22 0.36 -2.20  0.05
H4 0.79 -0.76 -0.89  0.05
H5 0.86 0.83 -0.68  0.02
H6 -0.87 0.04 -2.48  -0.07
S2 -2.32 -0.17 4.15  0.38
H7 -0.93 -0.38 3.75  -0.14
H8 -2.90 -1.28 3.64  -0.24

***

# 2
2 unconnected molecules or ions with the total composition C2H8S2 in a non-equilibrium geometry, computed with ωB97M-V/def2-TZVPD.

Results
energy relative to the best compared isomer or geometry (same formula, charge and spin) = 0.4057 eV
max |F| = 0.0403 Eh/bohr
net charge = 0
Kohn-Sham gap = 9.90 eV
DFT total energy = -23873.74124 eV
lowest unoccupied orbital energy = 0.719 eV
SMILES = CCS.S

Last column: Löwdin charge in e.
CARTESIAN COORDINATES (ANGSTROEM)
C1 -1.17 -1.18 0.44  -0.18
C2 -0.06 -0.19 0.84  -0.65
S1 -0.70 1.40 1.33  0.70
H1 -1.72 -1.47 1.34  0.06
H2 -1.89 -0.65 -0.18  0.06
H3 -0.87 -2.13 -0.01  0.07
H4 0.48 -0.05 -0.10  0.01
H5 0.60 -0.62 1.59  0.06
H6 -0.17 2.17 0.38  -0.16
S2 2.02 1.19 -2.36  0.47
H7 0.82 0.67 -2.09  -0.24
H8 2.65 0.85 -1.19  -0.19

***

# 3
2 unconnected molecules or ions with the total composition C2H8S2 in a non-equilibrium geometry, computed with ωB97M-V/def2-TZVPD.

Results
energy relative to the best compared isomer or geometry (same formula, charge and spin) = 0.5144 eV
max |F| = 0.0584 Eh/bohr
net charge = 0
Kohn-Sham gap = 9.70 eV
DFT total energy = -23873.63251 eV
lowest unoccupied orbital energy = 0.713 eV
SMILES = CCS.S

Last column: Löwdin charge in e.
CARTESIAN COORDINATES (ANGSTROEM)
C1 -1.07 0.14 0.80  -0.19
C2 -0.95 0.18 -0.70  -0.66
S1 -2.33 -0.51 -1.64  0.67
H1 -1.49 -0.79 1.20  0.07
H2 -1.89 0.86 1.10  0.09
H3 -0.22 0.56 1.33  0.05
H4 -0.83 1.22 -0.98  0.07
H5 -0.08 -0.32 -1.09  0.04
H6 -2.50 0.32 -2.70  -0.15
S2 3.07 0.22 1.61  0.47
H7 2.69 1.28 0.90  -0.23
H8 3.76 -0.26 0.57  -0.22

***

# 4
2 unconnected molecules or ions with the total composition C2H8S2Si, computed with ωB97M-V/def2-TZVPD.

Results
energy relative to the best compared isomer or geometry (same formula, charge and spin) = 4.5885 eV
max |F| = 0.0109 Eh/bohr
net charge = 0
Kohn-Sham gap = 9.02 eV
DFT total energy = -31748.75754 eV
lowest unoccupied orbital energy = 0.462 eV

Last column: Löwdin charge in e.
CARTESIAN COORDINATES (ANGSTROEM)
C1 -1.76 -0.84 -0.90  -0.38
C2 -1.14 1.99 -1.30  -0.96
Si1 1.77 -0.58 1.82  0.59
S1 0.47 1.54 -1.54  0.66
S2 -2.33 0.91 -0.96  0.75
H1 -2.16 -1.35 -1.77  0.03
H2 -2.14 -1.28 0.01  0.03
H3 -0.67 -0.86 -0.92  -0.03
H4 2.13 -1.97 2.05  -0.14
H5 2.97 0.23 1.68  -0.13
H6 0.96 -0.10 2.94  -0.13
H7 1.00 -0.50 0.58  -0.17
H8 0.92 2.79 -1.69  -0.13

***

# 5
A molecular structure, C2H9AgAlN4O3 in a non-equilibrium geometry, computed with ωB97M-V/def2-TZVPD.

Results
max |F| = 0.0351 Eh/bohr
net charge = +3
Kohn-Sham gap = 2.68 eV
DFT total energy = -24881.29029 eV
lowest unoccupied orbital energy = -17.903 eV

Last column: Löwdin charge in e.
CARTESIAN COORDINATES (ANGSTROEM)
Ag1 -18.72 21.46 -0.95  0.86
Al1 -17.28 23.54 -3.82  1.08
O1 -19.46 21.83 -3.04  -0.57
H1 -20.21 21.98 -3.62  -0.06
C1 -20.83 19.59 -5.84  -0.51
O2 -20.87 18.93 -6.86  0.30
N1 -19.71 19.75 -5.08  0.31
N2 -21.94 20.20 -5.27  0.33
H2 -19.62 20.32 -4.22  0.08
H3 -18.83 19.36 -5.43  0.17
H4 -22.01 20.84 -4.50  0.11
H5 -22.74 20.19 -5.90  0.18
C2 -22.45 22.43 -1.01  -0.55
O3 -23.48 22.54 -0.33  0.28
N3 -22.22 21.27 -1.66  0.28
N4 -21.54 23.41 -1.16  0.23
H6 -21.31 21.10 -2.10  0.06
H7 -22.93 20.55 -1.60  0.17
H8 -21.70 24.28 -0.65  0.16
H9 -20.74 23.33 -1.77  0.07

***

# 6
A gas-phase ion, C2H9BN5O3 (charge +1) in a non-equilibrium geometry, computed with ωB97M-V/def2-TZVPD.

Results
energy relative to the best compared isomer or geometry (same formula, charge and spin) = 0.0000 eV
max |F| = 0.0236 Eh/bohr
net charge = +1
Kohn-Sham gap = 9.79 eV
DFT total energy = -16482.49557 eV
lowest unoccupied orbital energy = -4.216 eV
SMILES = NB(O)N/C(N)=[NH+]/CON=O

Last column: Löwdin charge in e.
CARTESIAN COORDINATES (ANGSTROEM)
N1 2.76 -1.33 1.43  0.20
B1 2.06 -1.15 0.20  -0.67
O1 1.71 -2.21 -0.61  0.16
N2 1.68 0.21 -0.28  0.19
C1 0.39 0.53 -0.64  -0.34
N3 0.08 0.99 -1.90  0.19
N4 -0.59 0.41 0.21  0.18
C2 -2.00 0.73 -0.04  -0.19
O2 -2.51 0.98 1.24  -0.12
N5 -3.95 0.54 1.46  0.08
O3 -4.61 0.76 0.55  0.14
H1 3.75 -1.53 1.42  0.10
H2 2.59 -0.60 2.12  0.08
H3 0.82 -2.57 -0.50  0.11
H4 2.16 0.95 0.23  0.15
H5 0.87 1.48 -2.30  0.13
H6 -0.25 0.28 -2.55  0.14
H7 -0.40 0.07 1.15  0.18
H8 -2.50 -0.13 -0.49  0.14
H9 -2.05 1.60 -0.71  0.14

***

# 7
C2H9Cl2NSi2 in the gas phase in a non-equilibrium geometry, computed with ωB97M-V/def2-TZVPD.

Results
energy relative to the best compared isomer or geometry (same formula, charge and spin) = 0.0000 eV
max |F| = 0.1032 Eh/bohr
net charge = 0
Kohn-Sham gap = 9.89 eV
DFT total energy = -44513.21494 eV
lowest unoccupied orbital energy = 0.686 eV
SMILES = CN([SiH3])[Si](C)(Cl)Cl

Last column: Löwdin charge in e.
CARTESIAN COORDINATES (ANGSTROEM)
C1 1.18 0.30 1.22  -0.20
N1 0.18 0.43 0.15  -0.44
Si1 0.39 2.09 -0.87  0.69
Si2 -1.15 -0.53 -0.09  -0.48
C2 -0.61 -2.36 -0.28  -0.18
Cl1 -2.17 0.13 -1.67  0.38
Cl2 -2.37 -0.29 1.55  0.28
H1 1.11 -0.59 1.74  0.04
H2 2.19 0.26 0.75  0.07
H3 1.12 1.26 1.87  0.10
H4 1.87 1.85 -1.01  -0.05
H5 0.04 3.20 -0.12  -0.11
H6 -0.38 2.07 -2.04  -0.13
H7 -1.42 -2.81 -0.84  0.01
H8 0.27 -2.18 -0.90  0.03
H9 -0.24 -2.85 0.55  0.00

***

# 8
C2H9FN3P in the gas phase in a non-equilibrium geometry, computed with ωB97M-V/def2-TZVPD.

Results
energy relative to the best compared isomer or geometry (same formula, charge and spin) = 1.1672 eV
max |F| = 0.0906 Eh/bohr
net charge = 0
Kohn-Sham gap = 9.75 eV
DFT total energy = -18696.97995 eV
lowest unoccupied orbital energy = 0.801 eV
SMILES = CN(C)[P@](=N)(N)F

Last column: Löwdin charge in e.
CARTESIAN COORDINATES (ANGSTROEM)
C1 0.86 -0.63 1.22  -0.15
N1 0.15 0.31 0.39  -0.37
C2 1.04 0.77 -0.62  -0.19
P1 -1.43 -0.12 -0.09  0.48
N2 -1.90 -1.56 -0.38  -0.18
N3 -1.93 1.24 -0.93  -0.06
F1 -1.89 0.12 1.45  -0.22
H1 0.18 -1.65 1.44  0.14
H2 1.74 -0.94 0.73  0.05
H3 1.00 0.03 2.17  0.12
H4 2.05 1.11 -0.17  0.12
H5 1.28 0.07 -1.48  0.10
H6 0.72 1.59 -1.20  0.04
H7 -2.63 -1.75 -1.12  0.01
H8 -1.72 2.00 -0.28  0.06
H9 -2.89 1.28 -1.27  0.06